(1)
Computed, not measured: an isolated molecule of C23H21N3O3S, with wB97M-V/def2-TZVPD.

The geometry in XYZ format:
```
51
Properties=species:S:1:pos:R:3
C 3.966 -0.427 2.995
C -4.589 3.014 -3.511
C 1.921 -1.310 1.414
N -3.477 1.644 -1.817
C 6.281 -0.103 3.540
H -2.426 6.012 -2.464
C -2.626 0.415 0.101
C 3.253 -1.530 0.949
H 7.037 0.267 4.215
C -1.251 -2.247 -0.171
C 1.615 -0.647 2.658
C 6.649 -0.726 2.355
H -5.095 0.300 -2.042
C 4.946 0.047 3.860
N -0.379 -1.731 0.742
C 4.327 -1.060 1.795
H 4.637 0.528 4.775
H -4.484 1.485 0.019
H -2.170 3.878 -1.317
H -3.295 -2.855 -0.267
O -0.837 -2.772 -1.187
H -3.681 -1.688 -2.239
C -3.230 -0.766 -1.868
H -5.220 2.192 -3.811
C -3.460 1.605 -0.370
H -2.867 -1.992 1.234
C 0.972 -1.799 0.543
C -3.040 5.174 -2.761
H 7.693 -0.842 2.108
C -4.047 0.432 -2.356
H -2.209 -0.691 -2.274
H -0.653 -1.275 1.613
C 5.682 -1.199 1.493
H 5.962 -1.685 0.572
H -2.627 0.379 1.193
H -3.997 0.461 -3.445
C -3.679 2.860 -2.462
O 2.669 -0.234 3.395
N -3.236 -0.795 -0.417
C -3.946 5.313 -3.800
C -2.719 -2.026 0.152
H 4.113 -2.462 -0.839
S 1.676 -2.521 -0.848
H -3.045 2.529 0.029
O 0.485 -0.446 3.063
H -1.589 0.546 -0.253
C -2.903 3.968 -2.105
C 3.265 -2.170 -0.255
H -4.049 6.256 -4.314
H -5.428 4.315 -4.975
C -4.713 4.223 -4.170
```

Properties
Frontier orbital gap (eV): 8.1
SMILES: O=C(CN1CCN(c2ccccc2)CC1)Nc1scc2c1c(=O)oc1ccccc12
DFT total energy (eV): -45640.99903
2S+1: 1
ΔE to the lowest compared entry with this formula, charge and spin (kJ/mol): 39.4
Net charge: 0
Lowest unoccupied orbital energy (eV): 0.3

Population analysis type Löwdin, resulting atomic charges in e: number 1, C, carries -0.168; number 2, C, carries -0.033; number 3, C, carries -0.111; number 4, N, carries -0.106; number 5, C, carries -0.076; number 6, H, carries 0.101; number 7, C, carries -0.171; number 8, C, carries -0.219; number 9, H, carries 0.105; number 10, C, carries -0.454; number 11, C, carries -0.389; number 12, C, carries -0.082; number 13, H, carries 0.132; number 14, C, carries 0.005; number 15, N, carries 0.119; number 16, C, carries -0.097; number 17, H, carries 0.122; number 18, H, carries 0.133; number 19, H, carries 0.105; number 20, H, carries 0.133; number 21, O, carries -0.005; number 22, H, carries 0.129; number 23, C, carries -0.165; number 24, H, carries 0.098; number 25, C, carries -0.142; number 26, H, carries 0.129; number 27, C, carries -0.418; number 28, C, carries -0.094; number 29, H, carries 0.103; number 30, C, carries -0.159; number 31, H, carries 0.130; number 32, H, carries 0.134; number 33, C, carries -0.015; number 34, H, carries 0.113; number 35, H, carries 0.127; number 36, H, carries 0.122; number 37, C, carries -0.229; number 38, O, carries 0.135; number 39, N, carries -0.156; number 40, C, carries -0.109; number 41, C, carries -0.095; number 42, H, carries 0.067; number 43, S, carries 1.152; number 44, H, carries 0.112; number 45, O, carries 0.102; number 46, H, carries 0.131; number 47, C, carries -0.032; number 48, C, carries -0.318; number 49, H, carries 0.096; number 50, H, carries 0.101; number 51, C, carries -0.094

(2)
Computed, not measured: a structure of composition C31H50F5N6O3PRbSSi, with wB97M-V/def2-TZVPD.

The geometry in XYZ format:
```
99
Properties=species:S:1:pos:R:3
C 4.955 -2.409 1.741
O 1.008 -0.734 -1.628
C 2.394 -5.074 -2.731
C -2.046 -3.204 -0.861
H -2.503 -1.263 1.229
H 3.193 -2.488 -0.787
C 3.481 -4.314 -1.972
C -2.361 3.373 -3.275
H 5.723 -1.856 1.198
N -0.927 -2.256 -0.747
F -1.848 2.725 -2.226
H 1.724 0.829 5.114
C 1.315 1.245 4.185
H -2.797 -2.811 -1.548
C -3.024 5.475 -4.194
F -2.126 5.365 -2.022
H 4.418 -4.239 -2.524
P 0.276 -2.005 -1.855
H 3.694 -4.817 -1.025
H -1.785 -3.443 -5.999
H 4.161 0.017 4.095
H 0.237 -4.692 -2.653
H -1.586 1.004 6.043
H -1.139 2.558 5.352
C -3.254 3.435 -5.437
C 2.852 -2.941 -1.721
F -3.644 2.874 -6.585
O -2.427 6.245 3.693
H 2.288 -2.776 2.427
H -1.623 -3.798 -3.341
H -1.999 8.030 2.844
C -2.589 -3.345 0.571
C -2.732 2.642 -4.408
Rb 0.169 1.293 -0.325
C -2.499 4.741 -3.150
F -3.158 6.806 -4.098
C -2.007 4.205 2.435
H -0.179 -1.049 0.850
C -1.950 -2.196 1.346
O -0.875 0.874 2.308
H 4.396 -3.015 1.026
H 3.317 -2.979 3.856
H -1.726 -4.183 -1.236
H 5.624 -0.107 3.104
H 5.242 -1.376 4.282
H 1.346 2.337 4.271
N -0.444 -2.017 -3.330
N 1.407 -3.218 -1.679
H -3.678 -3.324 0.593
H -2.558 1.686 4.734
H -0.577 7.017 3.190
C 2.887 -2.246 3.169
N 0.763 4.166 0.371
H 0.947 -5.216 -1.122
H 1.360 -1.616 -4.399
N 3.001 0.266 0.811
H 0.121 -2.795 1.034
H -0.042 -1.841 3.745
H -2.433 -2.346 -3.938
C 4.813 -0.675 3.563
C 0.304 -1.318 -4.411
C -3.402 4.806 -5.343
C -1.971 4.897 3.784
H -1.568 3.202 2.464
H -3.043 4.113 2.096
H 3.093 -2.232 -2.516
H -0.949 4.883 4.187
H 2.233 -1.584 3.735
C 1.125 -4.610 -2.020
H -2.272 -4.303 0.993
H -1.866 -2.393 2.412
S -2.552 0.916 -4.514
C -0.174 4.605 0.893
F -3.910 5.503 -6.368
C -0.390 -1.769 -5.694
C -0.984 -3.126 -5.330
C -1.478 -2.882 -3.911
H 2.521 -6.157 -2.713
H 1.973 0.978 3.355
H -0.117 -1.249 5.416
C -0.596 -2.040 0.675
C 3.449 -0.490 1.553
H 0.301 -1.814 -6.536
C -0.552 -1.143 4.416
C -1.536 1.569 5.106
H 0.238 -0.240 -4.270
H -0.208 -3.900 -5.329
H -1.601 -1.455 4.478
H -2.673 6.523 1.019
H 5.445 -3.079 2.452
H -2.629 4.395 4.489
Si -0.458 0.664 3.825
C -1.658 6.444 1.419
H -1.183 -1.061 -5.943
C 4.025 -1.462 2.508
H 2.368 -4.748 -3.775
C -1.614 7.011 2.824
N -1.286 5.035 1.460
H -0.982 6.971 0.747
```

Properties
Frontier orbital gap (eV): 5.9
DFT total energy (eV): -90291.73657
2S+1: 1
ΔE to the lowest compared entry with this formula, charge and spin (kJ/mol): 109.7
Net charge: -1
Lowest unoccupied orbital energy (eV): 2.0

Population analysis type Löwdin, resulting atomic charges in e: number 1, C, carries -0.043; number 2, O, carries -0.475; number 3, C, carries -0.174; number 4, C, carries -0.188; number 5, H, carries 0.120; number 6, H, carries 0.086; number 7, C, carries -0.174; number 8, C, carries -0.266; number 9, H, carries 0.092; number 10, N, carries -0.173; number 11, F, carries 0.011; number 12, H, carries 0.020; number 13, C, carries -0.178; number 14, H, carries 0.110; number 15, C, carries -0.165; number 16, F, carries 0.092; number 17, H, carries 0.106; number 18, P, carries 0.519; number 19, H, carries 0.104; number 20, H, carries 0.109; number 21, H, carries 0.077; number 22, H, carries 0.094; number 23, H, carries 0.016; number 24, H, carries 0.003; number 25, C, carries -0.265; number 26, C, carries -0.187; number 27, F, carries 0.060; number 28, O, carries -0.131; number 29, H, carries 0.083; number 30, H, carries 0.082; number 31, H, carries 0.124; number 32, C, carries -0.156; number 33, C, carries -0.630; number 34, Rb, carries 0.839; number 35, C, carries -0.158; number 36, F, carries 0.090; number 37, C, carries -0.092; number 38, H, carries 0.039; number 39, C, carries -0.165; number 40, O, carries -0.516; number 41, H, carries 0.068; number 42, H, carries 0.093; number 43, H, carries 0.094; number 44, H, carries 0.091; number 45, H, carries 0.088; number 46, H, carries 0.019; number 47, N, carries -0.164; number 48, N, carries -0.180; number 49, H, carries 0.106; number 50, H, carries 0.022; number 51, H, carries 0.128; number 52, C, carries -0.028; number 53, N, carries 0.104; number 54, H, carries 0.113; number 55, H, carries 0.106; number 56, N, carries 0.197; number 57, H, carries 0.113; number 58, H, carries -0.003; number 59, H, carries 0.110; number 60, C, carries -0.038; number 61, C, carries -0.198; number 62, C, carries -0.163; number 63, C, carries -0.186; number 64, H, carries 0.102; number 65, H, carries 0.137; number 66, H, carries 0.111; number 67, H, carries 0.127; number 68, H, carries 0.067; number 69, C, carries -0.205; number 70, H, carries 0.105; number 71, H, carries 0.088; number 72, S, carries 0.524; number 73, C, carries -0.304; number 74, F, carries 0.094; number 75, C, carries -0.185; number 76, C, carries -0.173; number 77, C, carries -0.212; number 78, H, carries 0.106; number 79, H, carries -0.009; number 80, H, carries 0.021; number 81, C, carries -0.208; number 82, C, carries -0.175; number 83, H, carries 0.107; number 84, C, carries -0.194; number 85, C, carries -0.185; number 86, H, carries 0.084; number 87, H, carries 0.104; number 88, H, carries 0.019; number 89, H, carries 0.131; number 90, H, carries 0.088; number 91, H, carries 0.118; number 92, Si, carries 0.166; number 93, C, carries -0.119; number 94, H, carries 0.059; number 95, C, carries -0.584; number 96, H, carries 0.110; number 97, C, carries -0.197; number 98, N, carries -0.089; number 99, H, carries 0.133

(3)
Computed, not measured: a cluster of 3 separate species, C2H12N2O2 in total, with wB97M-V/def2-TZVPD.

The geometry in XYZ format:
```
18
Properties=species:S:1:pos:R:3
H -1.136 2.005 0.628
H -1.699 0.105 -0.654
H 3.713 4.200 -2.951
H -1.380 -1.468 1.754
O 2.055 -3.941 -1.366
N -1.222 0.003 0.237
H -2.574 -1.686 0.364
H 4.509 2.988 -3.457
H 2.000 -3.383 -0.557
H -1.899 0.471 2.960
H -0.951 -2.155 0.310
O 4.603 3.904 -3.177
H 1.489 -3.356 -1.908
H -2.699 1.345 1.171
C -1.589 -1.337 0.696
N -1.144 0.941 2.469
H -0.447 0.211 2.393
C -1.629 1.153 1.088
```

Properties
Frontier orbital gap (eV): 9.9
SMILES: CNCN.O.O
DFT total energy (eV): -9342.78394
2S+1: 1
ΔE to the lowest compared entry with this formula, charge and spin (kJ/mol): 136.9
Net charge: 0
Lowest unoccupied orbital energy (eV): 0.6

Population analysis type Löwdin, resulting atomic charges in e: number 1, H, carries 0.097; number 2, H, carries 0.091; number 3, H, carries 0.033; number 4, H, carries 0.060; number 5, O, carries -0.083; number 6, N, carries -0.129; number 7, H, carries 0.075; number 8, H, carries 0.030; number 9, H, carries 0.043; number 10, H, carries 0.056; number 11, H, carries 0.067; number 12, O, carries -0.063; number 13, H, carries 0.037; number 14, H, carries 0.103; number 15, C, carries -0.154; number 16, N, carries -0.008; number 17, H, carries 0.048; number 18, C, carries -0.303